[1]
DFT (ωB97M-V/def2-TZVPD) results for a molecular structure, C4H4Br2O.

Its frontier orbital gap is 10.612 eV. For the electronic energy, the calculation gives -5378.02363 Eh. The value obtained for the highest occupied orbital energy is -10.4 eV. As for the relative energy (zero: lowest compared OMol25 entry of this formula, charge and spin): 8.6 kcal per mole. As for the multiplicity: 1. The calculation puts the molecular weight at 227.9 Da. For the LUMO energy, the calculation gives 0.21 eV.

Geometry as XYZ:
```
11
Properties=species:S:1:pos:R:3:nbo_charge:R:1
H 2.39237 0.27817 1.45548 0.22
C -0.86280 0.00373 -0.08104 -0.31
Br -2.17290 -1.31219 0.44075 0.08
H -1.55627 -0.36623 -2.17166 0.14
H 1.50826 1.72530 0.77492 0.21
C 0.39038 -0.23698 0.80452 -0.25
Br -1.53893 1.73685 0.14403 0.13
O 0.43794 -0.80528 -1.97614 -0.48
C 1.41665 0.58236 1.02787 -0.34
H 0.59123 -1.21273 1.10853 0.22
C -0.60594 -0.39299 -1.52724 0.39
```

=====

[2]
DFT (ωB97M-V/def2-TZVPD) results for a molecular structure, C4H4Br2O.

Its frontier orbital gap (spin up / spin down) is 7.620 / 7.299 eV. Its expectation value of S² is 2.02. For the electronic energy, the calculation gives -5377.85459 Eh. The value obtained for the highest occupied orbital energy (spin up / spin down) is -7.1 / -9.5 eV. As for the relative energy (zero: lowest compared OMol25 entry of this formula, charge and spin): 38.2 kcal per mole. As for the multiplicity: 3. The calculation puts the molecular weight at 227.9 Da. For the LUMO energy (spin up / spin down), the calculation gives 0.51 / -2.19 eV.

Geometry as XYZ:
```
11
Properties=species:S:1:pos:R:3:nbo_charge:R:1
H -1.03283 -0.18302 -1.60193 0.24
Br 1.44551 -0.43693 1.03013 0.24
H -1.86218 -2.03503 0.68706 0.22
C -1.46104 -0.21229 -0.57790 -0.68
C -1.15891 -1.34999 0.41642 -0.32
Br 3.85043 1.67948 0.79088 -0.02
H -2.57716 0.02361 -0.71345 0.24
C 2.10986 1.39618 -0.01527 0.37
C -0.03862 -1.45493 1.11031 -0.03
H -0.79998 0.65136 -0.25598 0.23
O 1.52493 1.92156 -0.87027 -0.49
```

=====

[3]
DFT (ωB97M-V/def2-TZVPD) results for a single C4H4BrClN2 molecule.

Its frontier orbital gap (spin up / spin down) is 8.199 / 8.200 eV. For the electronic energy, the calculation gives -3298.39080 Eh. The value obtained for the highest occupied orbital energy (spin up / spin down) is -8.2 / -8.2 eV. As for the relative energy (zero: lowest compared OMol25 entry of this formula, charge and spin): 77.8 kcal per mole. As for the multiplicity: 1. The calculation puts the molecular weight at 195.4 Da. For the LUMO energy (spin up / spin down), the calculation gives -0.02 / -0.02 eV.

Geometry as XYZ:
```
12
Properties=species:S:1:pos:R:3:nbo_charge:R:1
C 0.23621 -1.24912 -0.52558 0.05
N 1.31556 0.99003 0.70014 -0.40
H 0.41471 -2.38352 -0.47120 0.20
H 0.17860 0.39851 -1.99682 0.23
C 1.98447 0.75419 -0.27657 0.28
Cl 3.44001 0.96349 -0.97818 0.16
C 0.64318 -0.47273 -1.64542 -0.48
Br 1.44356 -1.19369 -3.10299 0.09
C -0.03629 0.52400 1.05067 -0.08
H -0.74931 1.28286 0.44194 0.21
N -0.14310 -0.77219 0.62942 -0.49
H 0.09999 0.61525 2.16842 0.22
```

=====

[4]
DFT (ωB97M-V/def2-TZVPD) results for a single C4H4BrClS molecule.

Its frontier orbital gap (spin up / spin down) is 6.344 / 6.915 eV. For the electronic energy, the calculation gives -3587.01919 Eh. The value obtained for the highest occupied orbital energy (spin up / spin down) is -7.2 / -7.5 eV. As for the relative energy (zero: lowest compared OMol25 entry of this formula, charge and spin): 102.0 kcal per mole. As for the multiplicity: 1. The calculation puts the molecular weight at 199.5 Da. For the LUMO energy (spin up / spin down), the calculation gives -0.83 / -0.60 eV.

Geometry as XYZ:
```
11
Properties=species:S:1:pos:R:3:nbo_charge:R:1
H -0.87572 0.68858 0.61827 0.22
Br 3.27867 -1.62350 -0.04268 0.04
H 0.59062 -0.61178 1.09536 0.19
H 0.09661 -1.28056 -0.36907 0.25
Cl 3.83392 2.23520 -0.08983 0.18
C 1.97814 -0.39180 -0.59158 -0.20
C -0.14020 0.76744 -0.10409 -0.44
C 2.40996 1.51520 0.06498 -0.31
S 0.95276 2.30851 0.10499 0.40
H -0.64973 1.05359 -1.03195 0.22
C 0.64094 -0.53565 0.05782 -0.54
```

=====

[5]
DFT (ωB97M-V/def2-TZVPD) results for a molecular structure, C4H4BrI.

Its frontier orbital gap is 8.464 eV. For the electronic energy, the calculation gives -3026.44761 Eh. The value obtained for the highest occupied orbital energy is -8.4 eV. As for the relative energy (zero: lowest compared OMol25 entry of this formula, charge and spin): 19.4 kcal per mole. As for the multiplicity: 1. The calculation puts the molecular weight at 258.9 Da. For the LUMO energy, the calculation gives 0.07 eV.

Geometry as XYZ:
```
10
Properties=species:S:1:pos:R:3:nbo_charge:R:1
Br -0.89958 -1.54082 1.32277 0.14
C 1.74139 -0.66511 0.01140 -0.36
H 2.70116 -0.57610 -0.56167 0.20
H 0.81434 0.65351 -1.43610 0.24
I -3.40407 0.75170 0.62271 0.16
C -1.47748 0.94592 -0.01577 -0.40
H 1.77016 -1.33767 0.89383 0.22
C -0.57945 -0.15162 0.16470 -0.18
C 0.71343 0.00175 -0.51574 -0.26
H -1.37990 1.91844 -0.48613 0.24
```

=====

[6]
DFT (ωB97M-V/def2-TZVPD) results for a single C4H4BrNO molecule.

Its frontier orbital gap is 9.573 eV. As for the SMILES: BrCc1cnco1. For the electronic energy, the calculation gives -2858.78958 Eh. The value obtained for the highest occupied orbital energy is -9.5 eV. As for the relative energy (zero: lowest compared OMol25 entry of this formula, charge and spin): 18.6 kcal per mole. As for the multiplicity: 1. The calculation puts the molecular weight at 162.0 Da. For the LUMO energy, the calculation gives 0.12 eV.

Geometry as XYZ:
```
11
Properties=species:S:1:pos:R:3:nbo_charge:R:1
H 2.27243 1.68510 1.26553 0.20
H 0.04638 -0.53659 -2.31176 0.26
C -0.01802 -0.00853 -0.09415 0.16
H -1.14294 -0.86091 1.44229 0.23
Br -1.65121 -2.23416 -1.32065 -0.08
C 1.37627 1.05566 1.10779 0.32
H -1.58249 0.25024 -1.71602 0.25
C -0.33430 -0.24082 1.21863 -0.08
C -0.65033 -0.36625 -1.37699 -0.40
O 1.07130 0.84360 -0.16500 -0.40
N 0.61289 0.41267 1.95032 -0.46
```

=====

[7]
DFT (ωB97M-V/def2-TZVPD) results for a single C4H4BrNS molecule.

Its frontier orbital gap (spin up / spin down) is 7.183 / 6.827 eV. For the electronic energy, the calculation gives -3181.58778 Eh. The value obtained for the highest occupied orbital energy (spin up / spin down) is -7.5 / -7.1 eV. As for the relative energy (zero: lowest compared OMol25 entry of this formula, charge and spin): 83.2 kcal per mole. As for the multiplicity: 1. The calculation puts the molecular weight at 178.1 Da. For the LUMO energy (spin up / spin down), the calculation gives -0.31 / -0.26 eV.

Geometry as XYZ:
```
11
Properties=species:S:1:pos:R:3:nbo_charge:R:1
C 0.95581 1.29460 0.48148 -0.58
C 0.69354 -1.39137 0.30072 -0.45
C -0.73455 -1.35502 0.23794 -0.46
H -1.63606 1.22750 -1.50142 0.40
Br 1.60409 3.03812 0.21605 0.04
S 1.79359 -0.14993 0.05441 0.55
C -1.40073 -0.31418 -0.31821 0.43
H 0.04956 1.40853 0.12489 0.17
H 1.29375 -2.34388 0.26963 0.24
H -1.18471 -2.23404 0.70222 0.25
N -1.43428 0.81967 -0.56771 -0.59
```

=====

[8]
DFT (ωB97M-V/def2-TZVPD) results for a molecular structure, C4H4Cl12.

Its frontier orbital gap (spin up / spin down) is 2.089 / 9.018 eV. Its expectation value of S² is 0.75. For the electronic energy, the calculation gives -5677.07304 Eh. As for the charge: -1. The value obtained for the highest occupied orbital energy (spin up / spin down) is 0.0 / -7.0 eV. As for the multiplicity: 2. The calculation puts the molecular weight at 477.5 Da. For the LUMO energy (spin up / spin down), the calculation gives 2.04 / 2.03 eV.

Geometry as XYZ:
```
20
Properties=species:S:1:pos:R:3:nbo_charge:R:1
Cl 0.19277 -5.83064 1.35591 -0.01
Cl 0.72490 -3.21649 -2.23734 -0.01
C 0.59092 -4.09206 1.36359 -0.26
Cl 0.14243 -0.83211 0.16594 -0.13
H 0.68777 1.53541 0.33734 0.21
C -0.06555 0.92720 -0.16337 -0.33
Cl 0.54365 7.44091 0.49467 -0.15
H -0.75930 6.11662 1.91568 0.18
Cl -0.04056 0.98732 -1.85985 0.01
Cl 2.35254 -3.72100 1.07493 -0.01
Cl -0.70124 -1.71887 -4.31556 0.04
C -0.89507 -2.63772 -2.82398 -0.24
H -1.30156 -2.05690 -1.99602 0.25
Cl 0.68073 4.47888 0.90934 -0.21
Cl -1.98066 -4.10794 -3.04945 -0.04
Cl 1.08268 6.35517 3.22040 -0.15
C 0.29228 6.07459 1.63193 -0.35
Cl -1.67247 1.42810 0.44169 -0.05
H -0.05879 -3.69814 0.58205 0.24
Cl 0.18452 -3.43232 2.95211 0.02
```

=====

[9]
DFT (ωB97M-V/def2-TZVPD) results for a single C4H4Cl2 molecule.

Its frontier orbital gap is 8.459 eV. As for the SMILES: C=C/C(Cl)=C\Cl. For the electronic energy, the calculation gives -1075.12947 Eh. The value obtained for the highest occupied orbital energy is -8.6 eV. As for the relative energy (zero: lowest compared OMol25 entry of this formula, charge and spin): 20.7 kcal per mole. As for the multiplicity: 1. The calculation puts the molecular weight at 123.0 Da. For the LUMO energy, the calculation gives -0.13 eV.

Geometry as XYZ:
```
10
Properties=species:S:1:pos:R:3:nbo_charge:R:1
Cl 0.66427 0.21321 1.87894 0.03
C -1.84984 0.35268 0.34462 -0.32
H -2.73175 0.62813 -0.06584 0.19
C 1.83975 -0.56298 -0.27868 -0.24
H 2.83595 -0.74218 0.19712 0.25
H -0.79783 0.10796 -1.41207 0.23
H -1.81798 0.46457 1.40939 0.20
C -0.67377 0.17310 -0.35420 -0.25
C 0.62894 -0.05284 0.22882 -0.11
Cl 1.90227 -0.58166 -1.94809 0.03
```

=====

[10]
DFT (ωB97M-V/def2-TZVPD) results for a molecular structure, C4H4Cl2CuF6O6S2.

Its frontier orbital gap (spin up / spin down) is 9.807 / 3.777 eV. Its expectation value of S² is 2.02. For the electronic energy, the calculation gives -4562.22232 Eh. As for the charge: +1. The value obtained for the highest occupied orbital energy (spin up / spin down) is -14.0 / -13.8 eV. As for the multiplicity: 3. The calculation puts the molecular weight at 460.6 Da. For the LUMO energy (spin up / spin down), the calculation gives -4.16 / -10.04 eV.

Geometry as XYZ:
```
25
Properties=species:S:1:pos:R:3:nbo_charge:R:1
O 0.76098 1.32752 -2.62502 -0.80
O -2.72300 3.66470 0.78215 -0.73
H 1.71401 -2.20804 2.81497 0.26
F -1.14434 -0.47052 -4.09811 -0.28
C -1.33310 2.77657 3.09574 0.82
O -0.25158 3.10015 0.53283 -0.86
Cl 2.06253 -2.97473 -0.21043 -0.01
H -0.16980 -2.95501 0.36675 0.23
C 0.87269 -2.10268 2.13000 -0.39
H 0.78904 -4.08459 1.24259 0.25
F 0.39528 -2.11950 -4.37172 -0.28
O 0.23406 -0.53361 -1.53211 -0.78
O 2.39586 -0.45779 -2.66979 -0.75
S -1.54178 2.83660 1.15242 2.19
H -0.02655 -2.32104 2.70601 0.24
Cl 0.73622 -0.51249 1.45190 -0.09
F 0.62814 -0.23418 -5.41911 -0.26
F -0.35331 1.96759 3.30608 -0.27
Cu 0.12919 1.36517 -0.57093 1.26
S 1.00599 -0.11966 -2.72283 2.23
C 0.15934 -0.76749 -4.27429 0.78
F -0.90717 4.04332 3.56699 -0.30
F -2.52265 2.39695 3.67800 -0.27
C 0.75062 -3.03674 0.94488 -0.42
O -1.66073 1.41947 0.72305 -0.76
```

=====

[11]
DFT (ωB97M-V/def2-TZVPD) results for 2 unconnected molecules or ions with the total composition C4H4Cl2NP.

Its frontier orbital gap (spin up / spin down) is 7.229 / 7.053 eV. For the electronic energy, the calculation gives -1471.20477 Eh. The value obtained for the highest occupied orbital energy (spin up / spin down) is -8.7 / -8.3 eV. As for the relative energy (zero: lowest compared OMol25 entry of this formula, charge and spin): 84.9 kcal per mole. As for the multiplicity: 1. The calculation puts the molecular weight at 168.0 Da. For the LUMO energy (spin up / spin down), the calculation gives -1.46 / -1.29 eV.

Geometry as XYZ:
```
12
Properties=species:S:1:pos:R:3:nbo_charge:R:1
H -1.86317 -0.38564 -1.34527 0.40
N -0.99263 -0.18507 -1.03471 -0.57
Cl -0.87938 -2.31940 -4.98944 -0.26
P -1.42459 -0.40157 -4.79124 0.58
C 0.22971 -0.17950 -1.65216 0.25
H -1.69486 -0.09821 0.94135 0.21
C 0.42567 0.13602 0.61038 -0.32
Cl -3.36603 -0.45578 -4.13872 -0.30
H 2.19190 0.28026 -0.80146 0.23
C 1.12566 0.10789 -0.65605 -0.40
C -0.90208 -0.04287 0.26680 -0.05
H 0.72147 0.09861 1.66224 0.23
```

=====

[12]
DFT (ωB97M-V/def2-TZVPD) results for a single C4H4Cl2O molecule.

Its frontier orbital gap is 9.099 eV. As for the SMILES: CC(Cl)(Cl)C1=CO1. For the electronic energy, the calculation gives -1150.27820 Eh. The value obtained for the highest occupied orbital energy is -8.6 eV. As for the relative energy (zero: lowest compared OMol25 entry of this formula, charge and spin): 86.5 kcal per mole. As for the multiplicity: 1. The calculation puts the molecular weight at 139.0 Da. For the LUMO energy, the calculation gives 0.48 eV.

Geometry as XYZ:
```
11
Properties=species:S:1:pos:R:3:nbo_charge:R:1
O -0.23632 -0.79081 1.77648 -0.56
C -0.22578 0.41993 -0.62423 -0.08
H 1.27462 -0.86487 -0.45343 0.23
H -0.12606 -1.76641 -1.08839 0.25
C -0.22527 0.44793 0.83945 0.15
H -0.38673 1.11268 3.14515 0.25
Cl 0.68633 1.84216 -1.15199 0.02
C -0.32334 0.62237 2.10363 0.13
H 0.99415 -0.64974 -2.06016 0.24
C 0.43700 -0.86081 -1.11800 -0.62
Cl -1.86860 0.48757 -1.36850 -0.01
```